No. 1
36
Properties=species:S:1:pos:R:3:lowdin_spin:R:1 method="wB97M-V/def2-TZVPD" homo_ev="-4.02 / -3.92" spin_multiplicity=2 total_charge=-1 orbital_gap_ev="6.426 / 5.461"
I -1.291 -2.405 -0.091 0.00
Cu -0.082 0.171 -0.354 0.05
S -1.644 1.261 -3.340 0.27
S -0.106 0.126 -2.859 0.22
S -1.440 2.044 -0.031 0.20
S -2.060 2.688 -1.803 0.25
O 2.940 0.809 4.937 0.00
O 1.865 0.266 -0.355 0.00
N 4.317 2.502 0.890 0.00
N 0.061 -0.240 1.815 0.00
C 2.112 1.063 1.890 0.00
C 2.655 2.011 4.212 0.00
C 2.918 1.877 2.736 0.00
C -1.414 -0.434 3.787 0.00
C 3.973 1.710 -1.369 0.00
C -1.005 -0.821 2.500 0.00
C -3.226 -2.012 3.775 0.00
C 3.605 1.764 0.082 0.00
C -2.864 -2.396 2.494 0.00
C 2.458 0.983 0.504 0.00
C 3.976 2.557 2.200 0.00
C 1.016 0.345 2.461 0.00
C -1.778 -1.805 1.872 0.00
C -2.494 -1.022 4.416 0.00
H -2.776 -0.691 5.408 0.00
H 1.610 2.244 4.419 0.00
H -0.885 0.366 4.288 0.00
H -3.433 -3.150 1.968 0.00
H 3.258 2.835 4.606 0.00
H 4.246 0.690 -1.649 0.00
H 3.108 1.973 -1.982 0.00
H 4.590 3.204 2.820 0.00
H 4.800 2.389 -1.558 0.00
H -4.081 -2.469 4.257 0.00
H 1.026 0.275 3.549 0.00
H 3.769 0.462 4.591 0.00



No. 2
98
Properties=species:S:1:pos:R:3:lowdin_charge:R:1 method="wB97M-V/def2-TZVPD" homo_ev=-1.33 total_charge=-1 orbital_gap_ev=0.686
O 10.289 0.177 -7.257 -0.02
O 11.041 0.702 -1.922 -0.04
O 9.409 -1.275 -2.889 -0.04
O 12.153 1.957 -6.300 -0.02
N -9.201 0.546 0.548 -0.11
N -10.994 -3.623 0.098 0.00
C 0.022 1.349 0.787 -0.23
C -7.886 -0.332 -1.398 -0.14
C 8.532 -0.414 0.874 -0.20
C -10.473 0.517 1.350 -0.15
C -12.051 -1.491 0.972 -0.21
C 11.520 1.264 -5.495 -0.41
C 5.984 -3.803 2.185 -0.12
C 11.658 1.345 -4.088 0.00
C 10.945 0.563 -3.153 -0.40
C -1.036 2.321 0.277 -0.22
C -3.234 2.074 1.553 -0.22
C -10.930 -0.866 1.812 -0.18
C -9.166 -0.460 -0.555 -0.12
C -6.668 0.577 0.619 -0.28
C 1.410 1.969 0.903 -0.21
C 10.491 0.235 -6.039 -0.41
C 2.116 2.086 -0.461 -0.21
C 9.987 -0.530 -3.698 -0.40
C -5.725 1.675 1.149 -0.17
C -4.432 1.154 1.789 -0.20
C -2.439 1.708 0.302 -0.22
C 5.738 0.645 -0.083 -0.22
C -7.984 0.475 1.419 -0.06
C 8.235 0.327 -0.439 -0.21
C 8.184 -1.898 0.808 -0.22
C 4.575 1.631 0.068 -0.22
C -6.959 0.759 -0.873 -0.17
C 8.244 -2.613 2.155 -0.24
C 3.301 1.137 -0.605 -0.23
C -12.020 -3.019 0.941 -0.29
C 9.829 -0.598 -5.097 0.00
C 7.513 -3.956 2.142 -0.27
C 7.084 1.317 -0.330 -0.22
H -7.388 1.753 -1.047 0.11
H 3.029 0.159 -0.184 0.12
H -2.350 0.617 0.247 0.11
H -5.458 2.329 0.313 0.11
H -12.994 -3.374 0.600 0.11
H -4.579 0.999 2.861 0.11
H -8.152 -0.146 -2.438 0.11
H 7.186 -2.015 0.369 0.10
H -9.186 1.470 0.084 0.13
H 4.851 2.598 -0.368 0.11
H 1.327 2.954 1.375 0.11
H -2.573 2.069 2.424 0.11
H -8.078 1.298 2.128 0.12
H -10.086 -1.559 1.891 0.10
H 1.392 1.874 -1.255 0.10
H 8.879 -2.379 0.113 0.13
H -6.017 0.739 -1.422 0.13
H -12.002 -1.114 -0.056 0.10
H 7.018 1.887 -1.263 0.12
H -11.876 -3.406 1.954 0.12
H 8.031 -0.401 -1.229 0.09
H 7.849 -4.569 2.982 0.09
H 9.290 -2.769 2.435 0.11
H -8.062 -0.458 1.978 0.14
H -7.355 -1.284 -1.375 0.12
H -3.000 2.019 -0.586 0.11
H -10.090 -3.680 0.551 0.06
H 5.691 -2.784 1.920 0.06
H 4.378 1.815 1.131 0.11
H -0.783 2.626 -0.740 0.11
H -11.290 -0.733 2.834 0.12
H -9.255 -1.443 -0.102 0.10
H 7.802 -4.491 1.232 0.10
H -3.592 3.104 1.443 0.12
H 5.806 0.012 0.809 0.10
H 2.021 1.358 1.573 0.11
H 5.589 -4.012 3.182 0.06
H 7.987 0.046 1.713 0.10
H 2.455 3.112 -0.630 0.11
H -1.006 3.227 0.893 0.11
H 3.514 0.968 -1.665 0.11
H -4.206 0.172 1.358 0.10
H -0.303 0.933 1.748 0.11
H 9.149 -1.336 -5.510 0.09
H 0.077 0.506 0.086 0.12
H -6.153 -0.382 0.724 0.14
H 5.482 -4.474 1.487 0.06
H 7.802 -1.972 2.929 0.11
H 5.538 -0.019 -0.931 0.12
H -6.257 2.308 1.866 0.11
H 9.595 -0.311 1.110 0.11
H -11.231 1.001 0.732 0.12
H -10.061 -0.285 -1.154 0.12
H 9.139 0.835 -0.774 0.09
H 7.290 2.038 0.474 0.11
H 12.350 2.072 -3.675 0.09
H -10.295 1.166 2.204 0.12
H -10.889 -3.138 -0.786 0.06
H -13.015 -1.163 1.367 0.11



No. 3
21
Properties=species:S:1:pos:R:3:lowdin_spin:R:1 method="wB97M-V/def2-TZVPD" de_lowest_kj_mol=179.9 homo_ev="-11.17 / -12.88" spin_multiplicity=3 total_charge=+1 orbital_gap_ev="8.118 / 6.132"
N -1.210 -2.393 0.041 0.17
N 1.509 1.971 -2.289 0.29
N -0.625 -1.235 -0.369 0.15
N 1.097 1.153 -1.309 0.30
N -0.529 -1.032 3.190 0.26
C 0.968 1.513 -0.051 0.05
C -0.730 -1.250 1.874 0.26
C 0.314 0.744 0.902 0.22
C -1.143 -2.472 1.340 0.06
C -0.334 -0.432 0.721 0.14
C -0.576 -1.118 -1.779 0.03
H 1.902 1.688 -3.173 0.01
H -0.913 -1.711 3.815 0.01
H -0.696 -0.049 3.337 0.01
H -0.318 -0.028 -1.885 0.00
H -1.552 -1.329 -2.311 0.00
H 1.476 2.959 -2.098 0.01
H 0.171 -1.711 -2.270 0.01
H 0.361 1.157 1.829 0.01
H -1.478 -3.379 1.698 0.00
H 1.177 2.478 0.445 0.00



No. 4
39
Properties=species:S:1:pos:R:3:lowdin_charge:R:1 method="wB97M-V/def2-TZVPD" de_lowest_kj_mol=490.5 homo_ev=-10.52 orbital_gap_ev=10.053
O 5.391 0.430 -0.980 -0.05
O -3.727 -3.537 -0.568 -0.10
O 0.529 -0.005 -0.228 -0.04
O -1.052 2.639 -2.760 -0.10
O -1.735 4.512 -1.116 -0.08
O -3.773 1.146 1.197 -0.05
O 1.098 3.610 3.395 -0.04
O 5.209 -1.536 -2.310 -0.01
O 2.996 -2.815 1.438 -0.03
O -1.112 -3.143 2.047 -0.03
O -1.265 -2.650 -0.639 -0.06
O -4.418 0.164 -1.123 -0.11
O 2.916 1.993 1.566 -0.09
H -0.644 3.124 -3.469 0.02
H 2.721 -2.221 2.166 0.06
H -0.805 4.553 -0.895 0.04
H 4.602 -2.128 -2.633 0.01
H 4.890 -0.145 -1.448 -0.10
H -3.392 -4.377 -0.069 0.09
H -1.985 3.736 -0.559 0.05
H -3.261 -2.894 -0.042 -0.02
H 0.702 3.650 4.231 0.00
H 2.253 -3.219 1.085 -0.02
H 2.698 1.270 0.884 0.06
H -4.547 -0.754 -1.435 0.04
H -1.332 -2.640 0.331 -0.02
H -2.921 0.906 0.825 0.02
H 0.949 -0.596 -0.908 0.07
H 2.867 2.865 1.198 0.02
H -1.271 -2.265 2.416 0.07
H -0.569 -3.272 -0.798 0.04
H -5.377 0.284 -0.774 0.09
H 5.535 0.123 -0.056 0.07
H -1.942 -3.586 2.191 0.05
H -1.950 3.109 -2.834 0.07
H -3.961 1.964 0.794 0.00
H -0.344 -0.193 -0.025 -0.04
H 5.197 -0.897 -3.047 0.09
H 0.831 2.795 2.954 0.03



No. 5
9
Properties=species:S:1:pos:R:3:lowdin_charge:R:1 method="wB97M-V/def2-TZVPD" de_lowest_kj_mol=685.3 homo_ev="-7.84 / -7.74" orbital_gap_ev="2.967 / 2.821"
Cl 3.553 -0.437 0.759 -0.45
Cl -1.743 -0.875 -1.605 0.75
O -2.387 1.108 1.358 0.23
N -1.611 0.557 0.666 0.02
C 0.499 -0.148 -0.238 -0.15
C -0.992 -0.108 -0.202 -0.65
H 0.766 0.922 -0.624 0.13
H 0.988 -0.163 0.828 0.05
H 0.928 -0.856 -0.943 0.06



No. 6
25
Properties=species:S:1:pos:R:3:lowdin_spin:R:1 method="wB97M-V/def2-TZVPD" homo_ev="-7.95 / -6.41" spin_multiplicity=2 orbital_gap_ev="8.090 / 6.378"
V -1.021 -0.044 -0.366 1.36
O 1.599 -0.325 -1.850 -0.02
O -1.095 -0.177 -2.298 -0.02
O -1.507 -0.078 1.627 -0.08
O -0.716 2.050 -2.362 0.11
N 0.965 -0.290 -0.626 -0.09
N -0.284 -0.181 1.218 -0.11
N -3.104 0.151 -0.742 0.01
C 0.930 -0.404 1.634 -0.09
C 3.198 -0.689 0.367 -0.01
C 1.725 -0.459 0.430 -0.07
C -1.434 1.076 -2.163 0.02
C 1.379 -0.609 3.045 -0.02
C -2.902 1.251 -1.704 0.01
H -3.756 0.384 -0.006 0.00
H -2.995 2.215 -1.211 0.00
H 1.666 -1.650 3.215 0.00
H -3.436 -0.677 -1.219 0.00
H -3.580 1.209 -2.559 0.00
H 0.562 -0.363 3.720 0.00
H 3.731 0.264 0.336 0.00
H 0.860 -0.192 -2.463 0.00
H 3.539 -1.251 1.235 0.00
H 3.439 -1.233 -0.544 0.00
H 2.236 0.021 3.284 0.00